{
  "formula": "C5H8O",
  "method": "the ωB97M-V functional and the def2-TZVPD basis",
  "e_homo_ev": -9.906,
  "e_above_lowest_kcal_mol": 33.66,
  "smiles": "C1OC[C@H]2C[C@@H]12",
  "max_force_ha_per_bohr": 0.0095,
  "lumo_energy_ha": 0.0424,
  "homo_lumo_gap_ev": 11.06,
  "elements": ["C", "O", "C", "C", "C", "C", "H", "H", "H", "H", "H", "H", "H", "H"],
  "coordinates": [[-0.788129, 0.867831, 0.782119], [-1.473148, 0.355203, -0.342503], [-0.951782, -0.956464, -0.417849], [0.553684, -0.788144, -0.258660], [1.197651, 0.439645, -0.836550], [0.666466, 0.470359, 0.567946], [-1.021803, 1.929109, 0.890669], [-1.139989, 0.298245, 1.666520], [-1.324661, -1.436375, -1.325258], [-1.302294, -1.499494, 0.483792], [1.148792, -1.674415, -0.063248], [0.715624, 1.003236, -1.631015], [2.282263, 0.392443, -0.913387], [1.349030, 0.563391, 1.406514]],
  "atomic_forces_ev_per_a": [[0.08, 0.14, 0.24], [-0.09, -0.01, 0.03], [0.03, -0.28, -0.04], [-0.01, -0.19, 0.07], [0.03, 0.08, -0.13], [0.01, 0.01, 0.21], [0.14, -0.11, -0.07], [0.06, 0.48, 0.02], [0.17, 0.08, 0.07], [0.00, -0.21, -0.44], [-0.05, 0.16, 0.02], [-0.07, -0.11, 0.18], [-0.23, 0.03, -0.02], [-0.06, -0.08, -0.13]]
}